Version 1
DFT (wB97M-V/def2-TZVPD) results for a single C6H12N2OS molecule.

Output
LUMO (spin up / spin down) = 0.1 / -0.4 eV
Charge = 0

Each line ends with the Mulliken charge.
Cartesian coordinates (Å):
C: -0.545 -0.292 1.974  -1.012
C: -0.872 0.682 1.183  0.008
C: 1.038 0.346 -0.484  -1.096
C: 0.915 -1.137 -0.787  -0.812
C: -0.286 1.048 -0.158  0.843
C: -0.075 2.565 -0.194  -1.574
N: -0.193 -4.148 0.137  -0.339
N: 0.952 -3.596 0.557  -0.314
O: 2.537 -1.811 1.210  -0.608
S: 1.163 -2.041 0.834  0.680
H: -0.865 -0.636 2.930  0.384
H: -0.854 -3.560 -0.371  0.227
H: -1.665 1.377 1.490  0.280
H: 1.722 0.467 0.360  0.411
H: 1.486 0.851 -1.344  0.441
H: -0.065 -1.403 -1.176  0.426
H: 1.696 -1.489 -1.459  0.422
H: -1.024 0.787 -0.930  0.224
H: 0.655 2.853 0.561  0.373
H: -1.004 3.094 0.007  0.407
H: 0.292 2.882 -1.168  0.395
H: -0.639 -4.757 0.819  0.235

---

Version 2
DFT (wB97M-V/def2-TZVPD) results for a single C6H12N2OS molecule.

Output
LUMO = 0.7 eV
Charge = 0

Each line ends with the Mulliken charge.
Cartesian coordinates (Å):
C: -1.001 -0.312 -0.161  0.001
C: -2.918 -1.520 -0.091  -0.467
C: 1.292 -1.152 0.054  -1.703
C: 0.538 0.889 1.298  -1.589
C: 0.849 0.970 -1.203  -1.651
C: 0.416 0.102 -0.017  1.832
N: -1.529 -1.412 0.059  -0.397
N: -2.076 0.784 -0.713  -0.381
O: -4.034 0.696 0.974  -0.595
S: -3.636 0.231 -0.354  0.425
H: -3.176 -2.129 -0.958  0.341
H: -3.376 -1.932 0.809  0.333
H: 2.322 -0.869 0.260  0.426
H: 0.943 -1.814 0.840  0.370
H: 1.258 -1.692 -0.889  0.381
H: 1.552 1.274 1.403  0.423
H: 0.320 0.237 2.145  0.406
H: -0.159 1.729 1.324  0.336
H: 0.626 0.466 -2.140  0.380
H: 1.920 1.148 -1.150  0.441
H: 0.340 1.930 -1.201  0.364
H: -1.873 1.731 -0.435  0.326

---

It comes down to version 2, which is 112.3 kcal/mol more stable than the next structure.